(1)
Below is a structure of composition C10H15CaF12N3O11S4 at a distorted geometry, with properties calculated with ωB97M-V/def2-TZVPD.

ORCA input file:
```
! RIJCOSX wB97M-V def2-TZVPD def2/J DEFGRID3
* xyz -2 1
Ca -0.270 0.471 0.923
S -3.708 3.673 -1.495
S 3.850 1.264 3.653
S -1.364 4.503 -2.370
S 4.424 -1.113 3.221
F 3.733 2.934 1.543
F 5.538 1.514 1.448
F 5.554 3.210 2.806
F 3.880 -2.458 0.866
F 3.046 -3.362 2.728
F 5.147 -3.612 2.265
F -5.297 1.899 -2.880
F -0.051 6.701 -1.538
F -4.818 3.561 -4.035
F -3.321 1.969 -3.745
F -2.225 7.013 -1.926
F -1.534 5.899 -0.184
O -2.117 4.930 -3.525
O 4.722 1.192 4.795
O -4.085 5.042 -1.590
O 2.583 1.992 3.908
O 4.128 -1.590 4.572
O 5.833 -0.847 2.942
O 0.037 4.173 -2.535
O -2.636 -1.699 4.186
O -1.307 -1.897 -1.937
O -4.201 -3.819 6.115
O -4.411 3.063 -0.380
N -2.177 3.350 -1.320
N 1.314 -0.936 -2.277
N 3.358 -0.083 2.715
C -2.242 -3.012 4.541
C -2.542 -2.527 -1.705
C 0.500 -1.533 -3.322
C 1.541 -2.106 -4.309
C -1.310 6.202 -1.436
C -4.302 2.749 -3.163
C 4.753 2.342 2.200
C -0.483 -2.672 -2.776
C 4.081 -2.730 2.136
C -3.285 -4.058 5.083
H 2.244 -1.357 -4.674
H -1.027 -3.219 -3.546
H -2.549 -3.569 -1.384
H -1.688 -3.382 3.679
H 2.037 -2.908 -3.762
H -3.220 -2.477 -2.558
H -2.739 -4.985 5.263
H 0.023 -3.380 -2.119
H 1.857 -0.143 -2.589
H 2.018 -1.639 -2.105
H -2.915 -1.891 -0.903
H -3.821 -4.368 4.186
H -0.001 -0.765 -3.912
H -1.460 -2.967 5.299
H 0.903 -2.545 -5.077
*
```

molar mass	749.562	g mol⁻¹
relative energy (zero: lowest compared OMol25 entry of this formula, charge and spin)	9.338	eV
max |F|	5.0	eV Å⁻¹
HOMO level	-1.2162	eV

(2)
Below is a structure of composition C11H11BIrN3S3 at a distorted geometry, with properties calculated with ωB97M-V/def2-TZVPD.

ORCA input file:
```
! RIJCOSX wB97M-V def2-TZVPD def2/J DEFGRID3
* xyz 1 2
Ir 0.200 -0.699 -1.179
S -1.022 0.146 0.454
S 0.146 1.299 -2.183
S 2.599 -0.373 -0.719
N 1.056 -2.169 0.321
N -1.438 -1.116 -2.176
N 3.136 -2.093 1.325
C 0.677 -3.111 1.159
C -0.685 2.650 1.515
C 0.429 3.665 -0.870
C 2.793 -3.078 2.190
C 1.544 -3.620 2.137
C -0.492 1.793 0.418
C 2.288 -1.622 0.380
C -2.551 -1.138 -2.513
C 0.051 2.307 -0.795
C 0.253 4.471 0.220
C -0.314 3.965 1.409
B -4.023 -1.191 -2.996
H 3.551 -3.373 2.903
H -1.126 2.268 2.426
H 0.858 4.047 -1.787
H -4.031 -1.932 -3.951
H -4.301 -0.052 -3.294
H -0.458 4.629 2.251
H -0.339 -3.476 1.054
H 0.549 5.510 0.175
H -4.651 -1.630 -2.060
H 4.060 -1.677 1.371
H 1.241 -4.403 2.815
*
```

molar mass	484.460	g mol⁻¹
relative energy (zero: lowest compared OMol25 entry of this formula, charge and spin)	0.765	eV
max |F|	1.7	eV Å⁻¹
HOMO level (spin up / spin down)	-11.5305 / -11.6004	eV

(3)
Below is a structure of composition H2O7P2S4SbTc, with properties calculated with ωB97M-V/def2-TZVPD.

ORCA input file:
```
! RIJCOSX wB97M-V def2-TZVPD def2/J DEFGRID3
* xyz 2 1
Sb -0.081 3.782 2.900
Tc 0.259 0.215 0.421
S 0.190 2.295 0.459
S -2.143 4.343 3.005
S 1.959 3.509 3.513
S -0.136 -0.494 2.358
P 1.550 -2.371 -0.055
P -1.438 -1.877 0.492
O -2.565 -2.869 0.278
O -1.605 -0.452 -0.033
O -1.213 -1.781 2.054
O 1.744 -0.750 -0.074
O 1.766 -2.735 1.448
O -0.111 -2.364 -0.173
O 2.168 -3.088 -1.127
H 2.334 -3.506 1.618
H -3.139 -2.893 -0.505
*
```

molar mass	523.985	g mol⁻¹
relative energy (zero: lowest compared OMol25 entry of this formula, charge and spin)	0.000	eV
max |F|	0.7	eV Å⁻¹
HOMO level	-17.0914	eV

(4)
Below is a structure of composition C47H47GeN2O9RbS4SeTe, with properties calculated with ωB97M-V/def2-TZVPD.

ORCA input file:
```
! RIJCOSX wB97M-V def2-TZVPD def2/J DEFGRID3
* xyz -2 1
Te -2.389 2.670 2.037
Rb 0.260 -0.126 0.384
Se -0.304 -4.210 -0.525
Ge 1.125 -5.850 1.999
S 6.030 -3.237 -3.304
S 3.038 -1.198 2.007
S -2.546 5.172 -1.908
S 1.472 2.022 2.885
O 3.196 -0.446 0.774
O 0.247 1.311 3.253
O 4.037 -2.264 2.115
O -3.548 -2.368 -2.034
O 1.767 1.989 1.466
O -1.604 -1.504 -1.300
O 1.526 3.370 3.443
O -2.753 0.784 -0.672
O 1.691 -1.675 2.276
N 0.212 1.714 -2.166
N 1.886 -0.452 -2.095
C 1.291 1.703 -2.969
C -1.755 -3.694 0.674
C -3.263 0.649 -2.970
C -2.744 2.155 -5.264
C -2.308 0.224 -3.882
C 0.370 -4.612 3.302
C 4.813 0.068 5.396
C -3.967 1.826 -3.228
C -3.388 6.376 -2.783
C -0.479 3.789 -3.159
C 4.210 1.267 5.732
C 5.134 -3.036 -0.918
C -7.218 -0.624 -1.798
C 6.136 -4.045 -0.892
C 3.679 1.734 -4.485
C -4.924 -0.139 -1.225
C -1.802 4.058 3.537
C 2.786 2.736 -4.629
C 4.346 -0.399 -3.388
C 1.569 2.749 -3.865
C 2.753 -1.418 -1.942
C 2.977 -5.388 1.588
C -2.908 6.498 -4.052
C 2.810 1.133 3.748
C -2.049 0.979 -5.022
C -7.615 -0.371 -0.488
C 3.419 0.637 -3.596
C 3.418 -0.091 3.409
C -6.662 -0.017 0.453
C -5.324 0.096 0.087
C -3.714 2.579 -4.363
C 4.415 -0.593 4.245
C 4.972 -2.496 -2.161
C -3.462 -0.031 -1.615
C 1.102 -7.684 2.744
C -4.216 3.733 1.660
C 6.717 -4.252 -2.104
C -0.628 2.709 -2.264
C -2.802 -1.460 -1.634
C 3.226 1.786 4.907
C 2.218 0.591 -2.874
C 0.647 3.803 -3.949
C -1.826 5.616 -4.309
C -5.887 -0.512 -2.160
C -1.501 4.839 -3.232
C 0.103 -5.932 0.324
C 4.039 -1.425 -2.528
H 1.684 -7.741 3.666
H 6.408 -4.581 0.006
H -4.812 3.210 0.912
H 7.494 -4.950 -2.368
H 4.872 -1.529 3.964
H 0.083 -8.010 2.961
H 1.536 -8.380 2.023
H 0.843 4.633 -4.619
H 5.313 -0.361 -3.880
H 2.754 2.730 5.139
H -4.193 6.920 -2.319
H 4.599 -2.695 -0.038
H -1.480 2.672 -1.595
H -1.328 5.526 -5.264
H 0.695 -6.496 -0.401
H -8.657 -0.460 -0.205
H -4.723 2.154 -2.521
H 3.621 -5.590 2.445
H -1.285 0.648 -5.716
H 4.611 1.737 -5.038
H -1.494 -2.751 1.141
H -4.580 0.345 0.835
H -7.952 -0.918 -2.539
H -0.843 -6.465 0.437
H 3.336 -5.971 0.737
H 3.067 -4.327 1.363
H -3.310 7.190 -4.779
H -0.767 3.846 3.797
H -4.792 3.785 2.582
H -3.997 4.737 1.300
H 2.449 -2.254 -1.320
H 5.589 -0.356 6.021
H -3.251 1.608 -0.583
H 0.979 -4.632 4.208
H -1.869 -4.466 1.435
H 4.505 1.803 6.627
H -2.526 2.745 -6.146
H -5.576 -0.730 -3.173
H -0.656 -4.871 3.567
H 0.402 -3.596 2.908
H -2.450 3.948 4.404
H 2.978 3.563 -5.303
H -6.952 0.167 1.480
H -1.880 5.061 3.122
H -2.653 -3.580 0.072
H -1.736 -0.673 -3.684
H -4.256 3.503 -4.532
*
```

molar mass	1276.804	g mol⁻¹
relative energy (zero: lowest compared OMol25 entry of this formula, charge and spin)	0.907	eV
max |F|	0.7	eV Å⁻¹
HOMO level	-2.9970	eV